The following is a quantum chemistry calculation of a molecular structure, C45H37N8SeSiTa at a distorted geometry, from OMol25.

LUMO level (alpha / beta) (eV): -2.09 / -2.09
M (g mol⁻¹): 977.84
HOMO level (alpha / beta) (eV): -6.72 / -6.72
Net charge: 0
Energy relative to the best compared isomer or geometry (same formula, charge and spin) (kJ/mol): 188.9

Geometry as XYZ:
```
93
Properties=species:S:1:pos:R:3:forces:R:3
C -0.5942 5.7604 -1.7925 -0.02 0.00 0.03
C -1.1206 -0.3343 3.0232 0.07 0.06 0.04
H 5.2893 0.7129 2.5915 -0.01 0.00 0.00
H 1.5827 3.8378 1.7050 -0.01 0.00 0.00
C -5.3670 0.1579 -1.1887 0.01 -0.02 0.05
C 1.3452 2.8254 1.3714 0.00 -0.01 0.07
C -4.2011 -0.1051 -0.4791 -0.03 -0.03 -0.13
C -1.4100 -0.1722 5.5947 0.03 -0.01 -0.04
H -1.4595 5.1381 0.0584 -0.02 0.01 0.01
C -1.1121 3.1632 1.5939 -0.03 0.05 -0.01
C 2.7307 -0.1156 -0.9629 0.07 0.03 0.05
H -2.4911 -0.2011 5.5771 0.00 0.00 -0.01
C -0.3317 1.4755 0.0122 -0.02 -0.59 0.26
C 1.1726 4.3924 -2.6522 0.00 0.00 0.00
C -0.6819 -0.2476 4.4121 -0.17 -0.02 0.05
C 0.1125 3.8092 -0.5528 0.02 -0.02 -0.04
H 1.1784 -0.8367 -7.3248 0.00 0.00 0.00
N -2.4404 -0.5730 -2.1781 0.00 -0.03 0.04
C -0.7122 4.9182 -0.6914 0.02 0.01 0.01
N 2.0365 -0.3473 0.1989 -0.11 -0.02 0.09
H -1.1086 2.4451 2.4147 -0.01 -0.01 0.00
H -1.2473 6.6198 -1.8784 0.00 0.00 0.00
H -2.5475 -0.9097 -5.1857 0.00 0.00 0.01
H -0.9602 4.1599 2.0161 0.01 -0.01 0.02
H 2.5051 -0.0551 5.6060 0.00 0.00 -0.01
C -1.1969 -0.6379 -2.6091 0.12 -0.01 -0.05
C 0.6507 -0.8018 -6.3809 -0.04 0.00 -0.01
C -0.7046 -0.0639 6.7778 0.08 0.00 0.02
C 1.4241 -0.0897 5.6065 -0.02 -0.02 -0.07
H -1.2707 -0.9904 -7.3158 0.00 0.00 0.00
C -2.8108 -0.2996 1.3479 -0.06 0.06 -0.06
H -0.1222 -7.2738 1.3298 0.00 0.00 -0.03
C 1.0739 -0.4858 -2.6241 -0.04 0.04 -0.09
C -5.3007 0.3750 1.6397 0.02 -0.02 -0.04
C 0.0157 2.8211 0.6098 0.16 -0.03 -0.17
Si 0.0020 -5.2926 -0.1548 -0.02 -0.25 -0.16
H 2.1695 2.4791 0.7471 0.00 0.02 -0.02
H 1.6233 -5.2304 -2.0136 0.01 -0.01 0.00
C 0.6394 -0.6374 -4.0154 0.15 0.05 -0.01
C 5.2579 0.7083 1.5104 -0.03 -0.02 -0.02
H -7.3594 0.9188 1.4575 0.00 0.00 0.00
H -1.5933 -6.6975 -1.4289 0.02 0.00 0.01
N -0.0510 -0.5362 -1.8597 -0.04 -0.19 0.07
C -0.7576 -0.7239 -4.0079 -0.14 0.03 -0.02
C -6.4597 0.6291 0.9307 -0.02 0.00 -0.03
C 6.3035 1.0898 -0.6512 0.00 0.00 0.04
C -2.8583 -0.4765 -0.9140 -0.03 0.00 -0.01
C 6.3478 1.0907 0.7519 0.03 0.01 -0.04
C -0.0956 -6.1910 1.4768 -0.01 0.03 0.05
H 1.5736 -6.8453 -1.2867 -0.02 -0.01 0.01
C 4.0622 0.3176 -0.5649 0.00 -0.06 -0.16
H -1.4580 -5.0794 -2.1350 -0.01 0.00 0.00
C 0.3453 5.5023 -2.7753 0.02 0.00 -0.03
H 1.9082 4.1717 -3.4156 0.00 0.01 -0.01
Ta -0.0162 -0.5562 0.2152 -0.17 1.53 -0.19
H -5.2618 0.4588 2.7176 0.00 0.00 0.00
C -4.1703 0.0072 0.9185 -0.01 -0.05 0.13
C 4.1062 0.3148 0.8360 0.05 -0.03 0.13
C 1.5554 -5.7742 -1.0698 0.03 0.03 -0.02
H 2.4403 -0.5928 -5.1891 0.00 0.00 0.00
H -5.3866 0.0796 -2.2672 0.01 0.00 0.00
H 1.2177 0.0622 7.7261 0.00 0.00 0.00
H 0.7698 -5.9516 2.0972 -0.01 0.00 0.01
H -1.1016 1.6450 -0.7554 -0.10 0.00 0.09
H 0.4324 6.1560 -3.6335 0.00 0.00 0.00
N 2.3158 -0.2631 -2.2192 -0.08 0.01 0.09
C 0.7181 -0.2059 4.4140 0.16 0.01 0.06
C 5.1615 0.7045 -1.3257 0.01 -0.01 0.05
H 2.4380 -5.5296 -0.4762 0.00 0.00 -0.01
C 1.3613 -0.6690 -5.1990 -0.05 0.01 0.02
C -1.4677 -0.8482 -5.1923 0.04 0.00 0.03
C 2.7961 -0.1053 1.3149 0.04 0.00 -0.07
N -2.1036 -0.5898 0.2104 0.17 -0.16 -0.03
H -1.2359 -0.0086 7.7187 0.00 0.00 0.00
C -1.5090 -5.6328 -1.1956 -0.03 0.01 -0.02
H -2.4136 -5.3236 -0.6695 0.00 0.00 -0.01
N 0.0244 -0.3781 2.2644 0.09 0.01 -0.15
H 7.1787 1.3991 -1.2071 0.00 0.00 0.00
N -2.3753 -0.2795 2.6043 0.09 0.03 -0.07
C -0.7453 -0.8901 -6.3747 0.03 0.00 -0.03
C 1.1626 -0.2753 3.0246 -0.08 -0.02 0.03
C 1.0555 3.5595 -1.5535 -0.01 -0.02 0.01
H -2.0956 3.1322 1.1212 0.01 0.01 -0.03
H 7.2587 1.4016 1.2473 0.00 0.00 0.00
H 1.6996 2.6897 -1.4734 -0.01 0.00 -0.01
C 0.6977 -0.0237 6.7806 -0.07 0.00 0.06
H -7.4134 0.7331 -0.9907 0.00 0.00 0.01
Se 0.0630 -3.0872 0.2779 0.00 -0.36 0.22
N 2.4005 -0.1425 2.5804 -0.03 -0.01 0.01
H 1.2884 2.1865 2.2531 0.00 0.00 -0.01
C -6.4898 0.5219 -0.4671 -0.02 0.01 0.02
H -0.9934 -5.8949 2.0215 0.01 -0.01 0.01
H 5.1114 0.7011 -2.4062 -0.01 0.00 0.00
```
Positions in Å, forces in eV/Å.